{"formula": "C4H9O3", "method": "ωB97M-V/def2-TZVPD", "charge": -1, "max_force_ev_per_a": 4.6, "homo_energy_ev": -3.02, "e_lumo_ev": 4.0, "de_lowest_kj_mol": 457.14, "symbols": ["O", "C", "O", "H", "H", "C", "O", "C", "C", "H", "H", "H", "H", "H", "H", "H"], "xyz": [[-1.08, 0.46, 1.79], [-0.17, -0.35, 1.90], [1.11, -0.27, 1.52], [-0.36, -1.22, 2.54], [0.30, -0.52, 0.66], [0.95, -0.44, -1.38], [0.04, -1.43, -1.26], [0.34, 0.97, -1.05], [-1.18, 0.93, -1.19], [1.40, -0.37, -2.40], [1.80, -0.58, -0.68], [0.77, 1.74, -1.71], [0.58, 1.25, -0.03], [-1.63, 1.92, -1.05], [-1.57, 0.27, -0.42], [-1.48, 0.51, -2.15]]}

---

{"formula": "C2H3NO4", "method": "ωB97M-V/def2-TZVPD", "charge": 0, "max_force_ev_per_a": 2.2, "homo_energy_ev": -10.06, "e_lumo_ev": 0.3, "de_lowest_kj_mol": 366.35, "symbols": ["O", "C", "N", "O", "H", "O", "C", "O", "H", "H"], "xyz": [[-2.05, -0.43, 1.23], [-0.91, -0.70, 1.23], [0.23, -0.39, 1.45], [1.54, -0.68, 1.42], [1.92, -0.38, 0.51], [1.05, -0.48, -1.23], [0.03, 0.18, -1.31], [-0.03, 1.42, -0.85], [-0.89, -0.19, -1.89], [-0.88, 1.65, -0.56]]}

---

{"formula": "C10H16N2O3", "method": "ωB97M-V/def2-TZVPD", "charge": 0, "max_force_ev_per_a": 1.2, "homo_energy_ev": -8.90, "e_lumo_ev": 0.8, "de_lowest_kj_mol": 518.29, "symbols": ["C", "C", "C", "C", "C", "N", "O", "C", "C", "C", "C", "N", "O", "C", "O", "H", "H", "H", "H", "H", "H", "H", "H", "H", "H", "H", "H", "H", "H", "H", "H"], "xyz": [[1.48, -3.10, -0.23], [1.94, -1.65, -0.04], [0.77, -0.66, -0.07], [-0.18, -0.85, 1.13], [0.04, -0.77, -1.39], [-1.10, -0.24, -1.33], [-1.78, 0.32, -2.43], [-2.13, 1.64, -1.96], [-0.89, 2.12, -1.25], [-0.66, 2.27, 0.06], [-1.64, 2.61, 1.13], [0.64, 1.89, 0.46], [1.41, 2.93, 1.03], [1.38, 0.78, 0.14], [2.60, 0.87, 0.26], [0.88, -3.20, -1.13], [0.88, -3.44, 0.61], [2.35, -3.75, -0.31], [2.63, -1.39, -0.83], [2.47, -1.56, 0.91], [-0.52, -1.88, 1.18], [-1.04, -0.21, 1.02], [0.34, -0.60, 2.05], [0.60, -1.03, -2.29], [-2.37, 2.21, -2.86], [-2.99, 1.59, -1.29], [-0.01, 1.99, -1.88], [-2.30, 1.77, 1.34], [-2.26, 3.45, 0.82], [-1.11, 2.88, 2.04], [2.33, 2.59, 0.97]]}

---

{"formula": "C21H22Cl2GeMnN8O4", "method": "ωB97M-V/def2-TZVPD", "charge": 0, "max_force_ev_per_a": 1.5, "homo_energy_ev": [-6.92, -7.02], "e_lumo_ev": [-0.7, -0.8], "s_squared": 3.7769, "spin_multiplicity": 4, "de_lowest_kj_mol": 50.95, "symbols": ["Mn", "N", "C", "N", "C", "N", "N", "C", "N", "C", "C", "C", "C", "C", "N", "H", "H", "H", "H", "H", "H", "H", "H", "Cl", "C", "C", "C", "Cl", "C", "C", "C", "C", "N", "C", "C", "O", "H", "H", "H", "H", "C", "Ge", "C", "C", "C", "H", "H", "H", "H", "H", "H", "H", "H", "H", "H", "O", "N", "O", "O"], "xyz": [[0.58, 0.35, -0.82], [-1.90, 0.18, 1.36], [-1.79, -0.98, 0.72], [-2.63, -1.98, 1.02], [-2.37, -3.11, 0.39], [-3.23, -4.13, 0.57], [-1.30, -3.36, -0.41], [-0.56, -2.30, -0.62], [-0.79, -1.07, -0.18], [0.73, -2.45, -1.36], [1.17, -3.67, -1.83], [2.44, -3.73, -2.40], [3.20, -2.58, -2.48], [2.67, -1.40, -2.00], [1.45, -1.33, -1.45], [-2.57, 0.27, 2.10], [-1.20, 0.89, 1.21], [-3.98, -4.02, 1.23], [-3.01, -5.03, 0.19], [0.53, -4.53, -1.72], [2.82, -4.67, -2.77], [4.19, -2.59, -2.91], [3.21, -0.46, -2.06], [3.05, 4.07, 1.44], [2.89, 2.51, 2.19], [3.40, 2.32, 3.48], [3.29, 1.12, 4.11], [3.95, 0.92, 5.72], [2.65, 0.03, 3.47], [2.48, -1.25, 4.04], [1.82, -2.22, 3.34], [1.33, -1.91, 2.06], [1.48, -0.75, 1.49], [2.14, 0.23, 2.16], [2.27, 1.50, 1.46], [1.82, 1.64, 0.27], [3.88, 3.15, 3.98], [2.88, -1.44, 5.03], [1.68, -3.21, 3.76], [0.78, -2.67, 1.49], [-3.17, 1.04, -2.88], [-2.56, 2.38, -1.60], [-3.83, 2.42, -0.12], [-2.62, 4.14, -2.44], [-0.70, 2.05, -1.02], [-4.15, 1.34, -3.28], [-3.28, 0.07, -2.39], [-2.48, 0.94, -3.71], [-4.72, 2.98, -0.44], [-3.41, 2.93, 0.76], [-4.14, 1.42, 0.17], [-3.67, 4.42, -2.62], [-2.09, 4.15, -3.39], [-2.17, 4.89, -1.78], [-0.57, 2.60, -0.08], [1.63, 3.16, -3.41], [1.07, 2.47, -2.62], [0.05, 3.00, -1.97], [1.37, 1.27, -2.42]]}

---

{"formula": "C2H3FI2", "method": "ωB97M-V/def2-TZVPD", "charge": 0, "max_force_ev_per_a": 2.1, "homo_energy_ev": [-9.73, -8.51], "e_lumo_ev": [-1.1, -0.8], "de_lowest_kj_mol": 405.52, "symbols": ["C", "C", "F", "I", "I", "H", "H", "H"], "xyz": [[0.06, 0.31, -0.86], [-0.07, 0.03, 0.58], [0.82, 1.46, -0.94], [-1.82, 0.69, 1.48], [1.64, -0.17, 1.79], [-1.00, 0.42, -1.18], [0.80, -0.40, -1.36], [-0.43, -2.34, 0.50]]}

---

{"formula": "C7H15N3", "method": "ωB97M-V/def2-TZVPD", "charge": 2, "max_force_ev_per_a": 5.9, "homo_energy_ev": -17.70, "e_lumo_ev": -6.8, "de_lowest_kj_mol": 561.34, "symbols": ["C", "C", "C", "C", "C", "C", "C", "N", "N", "N", "H", "H", "H", "H", "H", "H", "H", "H", "H", "H", "H", "H", "H", "H", "H"], "xyz": [[0.68, -1.39, 2.08], [0.14, -0.73, 1.09], [2.21, 1.09, -0.11], [3.20, -1.01, -1.09], [-2.45, 1.36, 0.25], [-2.52, -0.88, -1.06], [-0.58, -0.20, 0.08], [2.76, 0.14, -0.50], [1.61, 2.20, 0.28], [-2.08, -0.11, 0.13], [1.06, -2.44, 2.00], [2.44, -1.71, -1.09], [3.72, -0.66, -1.92], [4.11, -1.39, -0.59], [-2.36, 1.75, -0.81], [-3.44, 1.33, 0.53], [-1.89, 1.99, 0.87], [-2.39, -1.86, -0.77], [-3.56, -0.88, -1.02], [-2.17, -0.65, -2.06], [-0.27, 0.31, -0.76], [0.90, -1.09, 3.03], [2.25, 2.90, 0.63], [0.83, 2.59, -0.23], [-2.19, -0.64, 1.03]]}